(1)
A molecular structure, C45H36NO2P2PdTe at a distorted geometry. Source: OMol25; level of theory: ωB97M-V/def2-TZVPD.

Summary:
Energy relative to the best compared isomer or geometry (same formula, charge and spin) ... 107.9 kJ/mol
Orbital gap ... 6.62 eV
HOMO ... -0.146 Eh
Charge ... -1
E ... -3020.3100 hartree
Spin multiplicity ... 1

```
88
Properties=species:S:1:pos:R:3:lowdin_charge:R:1
H -3.6454 -5.6249 1.8615 0.101
C -1.2737 2.0523 -3.1974 -0.041
C 3.4232 -4.1032 1.6893 -0.029
P -1.5165 -1.2307 1.5498 0.896
C 3.6611 0.5958 4.2231 -0.097
C 2.0928 2.1047 -6.0573 -0.128
H -3.9259 -1.2195 -0.2052 0.135
C -0.4024 3.7274 -0.3077 -0.069
H -3.5105 -5.7477 4.3286 0.097
H 3.2014 -3.6480 2.6448 0.108
C -4.0883 0.9724 -0.6767 -0.202
H 0.1172 -1.1712 3.0443 0.015
H -4.9895 0.7327 -1.2528 0.141
H -0.6257 1.2036 -3.0372 0.044
C 2.7576 -4.5152 -0.5836 -0.026
H 0.0281 2.9823 -4.6164 0.081
C 1.2441 -3.1409 0.9003 -0.625
C -2.5283 -3.8470 4.5191 -0.088
H 0.1163 -0.6330 -5.7639 0.083
C -3.2014 -4.8130 2.4235 -0.084
H -1.1300 5.5104 0.6323 0.097
H -1.5716 -1.9334 4.4152 0.101
H -2.7154 -3.6689 0.6694 0.109
C 4.5742 1.1604 2.0760 -0.091
C 2.5331 2.1867 -4.7426 -0.118
C -2.4743 2.1097 -2.4861 -0.178
C -3.1212 -4.8828 3.8058 -0.095
C 0.0441 2.4237 -0.1105 -0.094
H 5.3137 -4.9288 2.2823 0.093
C 3.9247 -5.2341 -0.7918 -0.090
C -3.3245 3.1986 -2.7162 -0.036
H 5.7601 -5.9414 0.0712 0.091
H 5.6977 1.2001 3.9047 0.093
C -4.3907 2.0733 0.2969 -0.046
C -0.6797 3.9785 2.0688 -0.098
Pd -0.5908 -1.0507 -0.5688 0.355
H 5.4120 1.4662 1.4612 0.099
C 2.4281 0.3448 3.6352 -0.092
H -0.1730 2.2664 3.2637 0.099
H 4.1236 -5.6694 -1.7638 0.096
H -4.9658 2.9250 -0.0527 0.093
H 2.4214 2.8302 -6.7917 0.092
C -1.7578 4.1386 -4.2886 -0.104
C -2.8859 -0.1021 1.3299 -0.311
C -2.8117 1.0775 -1.5240 -0.161
C -0.9153 3.0539 -4.0849 -0.068
H -0.4889 4.1147 -1.3161 0.098
O 0.4838 -2.9546 -0.0869 -0.229
C 4.5938 -4.8178 1.4800 -0.097
C -0.2297 2.6834 2.2640 -0.105
H 3.2068 2.9816 -4.4432 0.097
C 0.8014 0.1553 -5.4751 -0.169
H -4.2059 2.8845 2.2270 0.094
O 1.0571 -2.7153 2.0618 -0.062
C -3.9769 2.0561 1.5667 -0.081
C -0.7664 4.5004 0.7820 -0.090
C 2.4994 -3.9499 0.6606 -0.125
H -1.4767 4.9247 -4.9791 0.092
C -2.1103 -2.6688 2.4648 -0.315
H 0.2938 1.8017 -0.9615 0.071
P 0.7156 0.1684 1.3439 0.942
H 2.0356 -4.3646 -1.3762 0.096
C -2.2194 -0.0438 -1.0226 -0.182
H -2.4558 -3.9025 5.5984 0.099
C 2.2590 0.5044 2.2627 -0.343
C 1.2216 1.0848 -6.4171 -0.111
H 0.8606 1.0137 -7.4369 0.095
H -0.9692 4.5843 2.9202 0.095
C 4.7352 1.0081 3.4470 -0.106
H 3.7806 0.4669 5.2923 0.095
C 4.8443 -5.3860 0.2380 -0.111
C 0.1335 1.8950 1.1723 -0.349
C -2.6904 -3.7099 1.7527 -0.080
H -3.6391 5.0371 -3.7648 0.092
C 2.1202 1.2472 -3.8073 -0.176
N -0.3919 -0.4270 2.5620 -0.328
C 3.3464 0.9015 1.4877 -0.094
C 1.2521 0.2114 -4.1567 -0.694
H -2.6280 1.1098 3.0236 0.094
C -2.9680 4.2010 -3.6052 -0.102
H 1.5988 0.0232 4.2539 0.094
H 3.2305 0.9955 0.4124 0.103
C -2.0248 -2.7415 3.8538 -0.081
C -3.1344 0.9766 2.0744 -0.082
H 2.4836 1.3077 -2.7877 0.081
C -3.4007 -0.2658 -0.0627 -0.293
H -4.2698 3.2653 -2.1927 0.094
Te 0.8330 -1.3658 -2.7870 0.823
```

---

(2)
A molecular structure, C45H37AsO7P2SW at a distorted geometry. Source: OMol25; level of theory: ωB97M-V/def2-TZVPD.

Summary:
Energy relative to the best compared isomer or geometry (same formula, charge and spin) ... 588.6 kJ/mol
Orbital gap ... 6.12 eV
HOMO ... -0.494 Eh
Charge ... +2
E ... -5646.8661 hartree
Spin multiplicity ... 1

```
94
Properties=species:S:1:pos:R:3:lowdin_charge:R:1
H 6.4495 1.7044 -3.5995 0.100
C 2.3254 1.3595 3.5407 -0.070
H 3.5765 3.1141 1.6073 0.112
H -5.3743 -6.3462 0.1347 0.129
C -1.1120 -3.1082 -2.3271 -0.027
As -2.5904 -1.4157 1.3463 1.245
C 2.5387 0.5079 -3.1331 -0.215
H 5.4233 0.2836 -3.3616 0.093
H -0.4203 -3.9268 -2.5014 0.130
C 2.6680 -4.6141 -4.1064 -0.052
H 0.8416 3.7921 5.3683 0.117
C 3.5045 -5.2057 -3.1662 -0.048
H 1.5219 -1.9994 2.0092 0.031
C 2.8889 -3.5348 -1.5555 -0.080
H 2.4845 1.9628 5.5918 0.116
H 3.6715 4.1313 -4.3253 0.108
C 4.7097 -2.9611 2.1341 -0.040
H 1.3055 -3.0172 -4.5207 0.113
C 3.0453 1.4134 -4.0462 -0.073
C 2.0071 2.1499 4.6389 -0.051
C 2.5890 -1.9306 1.8145 -0.163
C 2.3371 1.5258 -5.2373 0.025
H -4.0644 -6.5854 2.2416 0.129
C 4.2259 2.4542 -2.1722 -0.076
H -1.8879 -5.4932 2.4192 0.129
H 5.6045 0.9808 -4.9770 0.100
C 1.7147 1.6028 2.3145 -0.422
H -3.6455 -0.1935 -1.6378 0.128
H 0.6636 0.8842 -6.4147 0.117
C 4.7140 3.5925 -1.5435 0.021
H 6.4016 -1.7267 1.6773 0.120
O 0.2181 -3.0980 -0.1037 -0.537
C -3.6979 -5.9825 1.4225 -0.024
H 2.6727 2.2160 -6.0002 0.121
H 2.8314 -3.9458 2.5203 0.121
H -2.9249 -4.0613 -2.8067 0.160
P 1.0956 -1.4804 -2.0436 1.131
C -2.7169 -4.3771 -0.7333 -0.123
C 1.9388 -3.4837 -3.7744 -0.076
H 5.0571 0.2165 0.9944 0.116
O 3.1454 0.3494 -1.9119 -0.012
C 4.5634 -0.6855 1.3327 -0.049
C -2.5171 -3.4721 -1.9800 -0.216
C 4.5250 3.7949 -0.1807 -0.035
C 1.0825 3.1755 4.5124 -0.050
C -4.4226 -5.8446 0.2510 -0.012
C 0.7227 -0.1320 -4.5326 -0.066
H 3.0525 0.5636 3.6441 0.110
C 3.3244 -3.0408 2.1902 -0.047
C -0.6518 -1.8626 -2.3172 -0.341
H -4.5197 -4.9811 -1.6870 0.132
H 5.2429 4.3411 -2.1183 0.121
C 3.5789 1.5334 -1.3654 -0.212
H 2.5911 -5.0298 -5.1023 0.116
C 3.1736 -0.7405 1.3901 -0.359
C 0.4653 3.4164 3.2881 -0.054
C -3.4013 -2.2652 -1.8148 -0.052
C 1.4139 -0.2653 -3.3295 -0.251
C 4.3262 2.1550 -3.6678 -0.411
P 2.1200 0.6447 0.8493 1.126
H 5.3121 -3.8109 2.4277 0.121
C 0.7768 2.6298 2.1922 -0.098
C -3.9307 -5.0670 -0.7811 -0.021
H -0.1650 -0.7210 -4.7346 0.115
C 3.6210 -4.6635 -1.8946 -0.050
H 2.9921 -3.1077 -0.5652 0.083
C -1.9810 -4.5567 0.4710 -0.242
H 4.9270 4.6809 0.2915 0.119
C 3.2717 1.7407 -0.0348 -0.258
O -0.1254 -0.3841 2.1910 -0.401
H 0.2928 2.8229 1.2407 0.116
H -1.3800 0.1459 -2.6008 0.149
C -2.9560 -1.0196 -1.7720 -0.085
H -0.6970 -0.3656 2.9825 0.071
O -0.9185 -0.1791 -0.6295 -0.445
C 2.0367 -2.9506 -2.4875 -0.348
O -0.4282 -3.0529 2.0581 -0.437
C 1.1907 0.7690 -5.4774 -0.039
S -0.3505 -4.0727 0.9526 0.606
C 3.7780 2.8990 0.5672 -0.051
O -2.5236 -1.0878 2.9069 -0.567
W -0.0415 -1.2812 0.6087 1.523
C 5.3218 -1.7878 1.7103 -0.032
C 5.5251 1.2186 -3.9153 0.007
H -0.2545 4.2185 3.1916 0.115
C -2.4759 -5.3556 1.5189 -0.056
H 4.5527 3.2006 -5.5476 0.090
C -1.5144 -0.6899 -1.9150 -0.316
H -4.4630 -2.4564 -1.7016 0.132
C 4.4942 3.4321 -4.4841 -0.032
H 5.4291 3.9304 -4.2284 0.090
O 0.4600 -5.2062 1.1608 -0.169
H 4.2845 -5.1141 -1.1682 0.114
H 4.0732 -6.0872 -3.4316 0.117
```

---

(3)
A molecular structure, C45H37AuN6OP2 at a distorted geometry. Source: OMol25; level of theory: ωB97M-V/def2-TZVPD.

Summary:
Energy relative to the best compared isomer or geometry (same formula, charge and spin) ... 116.5 kJ/mol
Orbital gap (spin up / spin down) ... 4.39 / 4.37 eV
HOMO (spin up / spin down) ... -0.495 / -0.495 Eh
Charge ... +2
E ... -2958.6299 hartree
Spin multiplicity ... 1

```
92
Properties=species:S:1:pos:R:3:lowdin_charge:R:1
H 3.4224 1.4064 4.3664 0.098
H 4.2528 -0.8650 4.9252 0.085
Au -0.7839 -0.1316 -1.1275 0.841
C 2.9072 -0.4562 -0.7674 -0.253
C -3.1800 3.8575 1.8512 -0.026
C -6.1050 -0.3149 -1.2029 -0.340
C -1.4364 2.2479 2.2279 -0.070
H 6.2627 -0.7115 -0.7428 0.121
H 4.3570 -2.1346 3.6971 0.108
H 4.3738 -0.5742 -2.3289 0.109
C -2.2297 4.2581 -1.8368 -0.362
C 0.2122 -1.1991 4.8137 -0.030
C -3.7347 -3.7275 0.8975 -0.046
H 3.6626 -0.2975 -6.2216 0.120
N -3.2572 4.8384 -2.4502 0.175
C 4.2011 -0.5434 -1.2641 -0.041
H 0.3612 5.1459 -0.0961 0.120
H 4.6356 1.5404 3.0884 0.100
C -0.3034 -0.6678 2.5437 -0.252
C -4.9388 -2.2606 2.3752 -0.041
H 0.6767 -6.0112 -3.0123 0.118
H 2.9354 1.8270 2.7200 0.092
C -3.9451 -1.3067 2.2588 -0.085
H -3.6585 -4.6649 0.3687 0.118
C 2.6915 -0.3806 0.6131 -0.211
H -4.0459 0.8568 0.5541 0.086
H -2.7284 2.1836 -2.3306 0.104
C 1.2606 -2.3076 -2.1951 -0.378
H -5.6296 -4.1950 1.7762 0.122
C -4.8414 -3.4631 1.6918 -0.032
H -0.1093 -1.4814 5.8036 0.122
C 3.0588 0.2151 -5.4893 -0.042
C -2.0360 2.8438 -1.8320 -0.079
N -2.6905 -0.6452 -1.7498 0.020
C 1.5592 -1.0047 4.5542 0.024
C 3.4609 -0.2794 3.0013 -0.424
C -3.9467 2.8916 1.2119 -0.039
H -4.0266 -0.3692 2.7907 0.114
H -3.9311 4.3106 -2.9768 0.117
H 0.7071 2.6130 -0.1173 0.100
C 0.3678 -3.9937 -3.6502 -0.048
C 1.0611 -0.5169 2.2804 -0.201
H 0.1976 -1.8874 -4.0177 0.111
C 3.6206 1.2248 3.3140 0.009
H -1.3342 4.2893 2.8457 0.122
C -3.4558 1.6094 1.0585 -0.095
H -0.1538 -4.2743 -4.5518 0.118
C 1.4909 -4.6181 -1.6096 -0.050
H -3.3338 5.8439 -2.4410 0.125
C 5.0269 -0.5784 0.9977 0.020
H 1.5961 3.2168 -4.9432 0.116
N -1.0072 2.3171 -1.2216 -0.038
N -1.3467 5.0188 -1.1921 0.143
H -1.8803 -2.9637 0.1282 0.099
H 5.4608 -0.7548 3.6745 0.084
C 2.0165 -0.6500 3.2900 -0.074
C 2.6766 1.5319 -5.7021 -0.037
H 2.9573 -1.4817 -4.1906 0.118
C -0.1323 3.0936 -0.5909 -0.165
H 2.2346 -3.0072 -0.4076 0.111
H -0.4730 1.9859 2.6398 0.114
H 5.8773 -0.6339 1.6563 0.121
C -1.9287 3.5334 2.3561 -0.049
C -2.2045 1.2771 1.5839 -0.354
C -2.7342 -2.7824 0.7694 -0.103
H 2.9826 2.0384 -6.6040 0.120
O 1.3884 -0.2261 0.9898 -0.062
C 1.7049 -3.2865 -1.3084 -0.067
P -1.5254 -0.3519 1.2362 1.128
C -0.7308 -1.0165 3.8187 -0.046
H 2.2568 -1.1300 5.3649 0.122
C 4.4409 -1.0657 3.8754 -0.017
H 1.8369 -5.3839 -0.9324 0.117
C -0.3229 4.4709 -0.5857 -0.104
C 5.2546 -0.6152 -0.3694 -0.031
H -3.5612 4.8613 1.9619 0.124
C -3.8245 -0.7617 -1.4593 -0.340
H 0.9162 2.0510 -2.8618 0.069
C 3.7454 -0.4542 1.5226 -0.081
H -1.7845 -1.1359 4.0190 0.113
H -5.7981 -2.0594 2.9956 0.122
C 1.9100 0.2277 -3.3881 -0.358
C 1.8999 2.1965 -4.7646 -0.049
C -2.8388 -1.5693 1.4497 -0.381
C 0.5616 -2.6603 -3.3532 -0.103
C 0.8326 -4.9706 -2.7796 -0.040
C 1.5185 1.5481 -3.6051 -0.084
C 2.6704 -0.4490 -4.3419 -0.090
N -7.0791 0.2984 -1.1657 0.171
H -4.9285 3.1336 0.8340 0.123
P 1.4367 -0.5500 -1.8300 1.026
N -5.0068 -0.9806 -1.1846 0.159
```